98
Properties=species:S:1:pos:R:3:forces:R:3:lowdin_charge:R:1 method="wB97M-V/def2-TZVPD" s_squared=0.754 homo_energy_ev="-11.54 / -11.54" charge=+1 lumo_energy_ev="-3.65 / -8.83" spin_multiplicity=2 gap_ev="7.892 / 2.711"
Na 0.697993 2.911294 -1.941835 -0.937 -0.931 -0.602 0.55
Na -0.079847 -1.309186 -1.683045 -0.591 -0.428 -0.107 0.26
B -0.291687 0.974884 -0.627835 -0.002 0.070 -0.083 -0.42
H 0.574493 0.683534 -1.201485 3.529 -1.123 -2.199 -0.05
H -0.516767 0.272074 0.159325 -0.534 -2.617 2.986 -0.02
H -0.101067 1.940094 -0.184805 0.642 3.885 1.861 -0.06
H -1.163597 1.019384 -1.261905 -3.166 0.355 -2.583 -0.01
As 0.355673 -0.330986 -4.786635 0.665 -0.965 -2.707 0.98
F -1.043797 -1.037436 -3.897235 1.381 0.778 -0.603 -0.26
F 1.415603 -0.655856 -3.337815 -0.892 0.075 -0.874 -0.29
F 1.803963 0.412634 -5.594215 -1.615 -0.919 1.200 -0.29
F -0.599537 0.045274 -6.271895 0.967 -0.425 2.329 -0.26
F -0.011517 1.247094 -4.053225 0.161 -0.367 -0.113 -0.27
F 0.726023 -1.988406 -5.446185 -0.327 2.340 1.087 -0.27
C -0.479287 -3.962366 1.147335 -0.244 0.463 -0.749 -0.06
C 0.921163 -3.777266 0.519155 -0.865 0.320 0.405 -0.22
N 0.960303 -3.459966 -0.921085 -0.200 -0.805 -0.438 -0.19
C 0.401573 -4.605036 -1.691145 -0.145 0.426 -0.800 -0.22
C 0.335233 -4.349926 -3.214135 -0.153 0.345 0.661 -0.06
C 2.351953 -3.274166 -1.298325 1.308 1.140 0.254 -0.24
C 2.922393 -1.937696 -0.741375 0.031 -0.359 -0.153 -0.07
H -1.212987 -3.212206 0.852335 0.322 0.470 -0.523 0.04
H -0.430497 -3.786586 2.221965 0.192 -0.767 0.100 0.07
H -0.978947 -4.879656 0.835875 0.310 -0.330 0.591 0.07
H 1.364353 -2.958626 1.086185 0.289 0.005 -0.216 0.10
H 1.521953 -4.670966 0.687825 0.131 -0.197 0.223 0.12
H 0.978673 -5.524576 -1.593555 0.291 -0.147 0.654 0.12
H -0.598517 -4.792706 -1.300385 0.016 0.031 -0.138 0.10
H 0.050063 -3.315506 -3.405835 -0.265 -0.109 -0.194 0.04
H 1.279203 -4.499596 -3.738165 0.014 -0.131 0.177 0.08
H -0.405997 -5.024736 -3.642295 0.027 0.132 -0.112 0.08
H 2.569043 -3.278126 -2.366475 -0.915 0.295 -0.223 0.11
H 2.985923 -4.107616 -0.995755 0.050 -0.296 0.665 0.12
H 3.890223 -1.723936 -1.194905 0.043 -0.079 -0.091 0.08
H 3.074183 -1.900976 0.337385 -0.053 -0.303 0.051 0.06
H 2.268803 -1.100926 -0.987815 -0.087 0.004 -0.142 0.03
C 3.600713 1.593024 -1.640255 -0.766 0.160 0.161 -0.02
C 3.835633 3.031174 -1.277515 0.619 -0.391 -1.102 -0.20
N 2.719393 3.790174 -0.710975 3.660 -0.606 2.982 0.01
C 2.270573 3.211914 0.600015 -1.666 0.482 -0.024 -0.16
C 3.304263 3.065894 1.735315 0.950 -0.085 -0.741 -0.01
C 3.119083 5.199564 -0.727205 -2.361 1.570 -0.750 -0.17
C 1.982193 6.187114 -0.445355 -0.655 0.547 -0.008 -0.05
H 4.534013 1.091374 -1.895935 -0.130 0.167 -0.145 0.12
H 2.934243 1.642134 -2.501365 0.000 -0.905 -0.170 0.09
H 3.146723 1.070464 -0.798275 -0.093 -0.257 -0.267 0.08
H 4.646063 3.039524 -0.548655 -0.023 0.345 0.757 0.16
H 4.281693 3.565224 -2.116505 -0.379 0.180 -0.116 0.14
H 1.489273 3.855694 1.004015 -0.127 0.145 -0.332 0.13
H 1.803723 2.239704 0.442075 0.036 -0.061 -0.314 0.09
H 3.839433 4.003934 1.882895 0.034 -0.066 0.174 0.09
H 2.816483 2.751384 2.657955 -0.251 0.342 -0.219 0.09
H 3.995653 2.260464 1.487625 0.199 0.107 0.012 0.10
H 3.420393 5.424074 -1.750385 0.519 -0.145 0.192 0.14
H 3.919043 5.404634 -0.015795 0.274 -0.535 0.042 0.16
H 1.493873 6.162414 0.528825 0.362 -0.295 0.143 0.09
H 1.174423 6.156904 -1.176575 -0.006 -0.492 -0.213 0.08
H 2.329913 7.211074 -0.582135 0.430 -0.083 0.188 0.10
C 0.726053 0.397334 5.201195 0.311 0.289 0.263 -0.02
C 1.523473 -0.304666 4.149605 2.505 -1.364 -0.828 -0.44
O 2.433493 -1.124076 4.380345 -2.316 1.796 -0.300 0.04
C 1.245153 0.136114 2.691505 -0.176 -0.550 1.191 0.00
H 0.218193 1.273964 4.799085 -0.295 -0.251 -0.061 0.08
H 1.410443 0.767554 5.964505 0.039 -0.259 0.165 0.09
H 0.014583 -0.285126 5.666105 -0.079 0.113 -0.037 0.09
H 1.585453 1.167204 2.595835 -0.083 -0.013 -0.073 0.05
H 0.161533 0.136894 2.573735 0.010 0.079 -0.356 0.07
H 1.745003 -0.517556 1.976695 -0.075 0.086 0.053 0.07
C -2.629097 2.644204 1.043315 -0.113 0.333 0.760 -0.03
C -3.952847 2.791514 0.347245 -2.701 -0.375 1.689 -0.45
O -5.017757 2.537284 0.963955 2.881 0.604 -1.823 0.04
C -3.953007 3.229334 -1.095585 -1.060 0.004 0.288 -0.02
H -2.785467 2.745024 2.117315 -0.189 -0.385 0.041 0.09
H -1.913897 3.433824 0.812895 0.025 -0.069 -0.549 0.07
H -2.189657 1.672514 0.817935 0.034 0.110 -0.026 0.05
H -3.457927 4.192214 -1.221545 0.570 -0.299 -0.124 0.08
H -4.979757 3.410184 -1.413675 -0.074 -0.205 0.088 0.09
H -3.570587 2.400694 -1.691575 0.473 0.327 -0.224 0.07
C -4.384507 -0.743986 -1.346255 0.352 -0.069 0.224 0.01
C -3.615497 -2.038336 -1.134935 -1.839 1.429 -0.238 -0.49
O -2.451267 -2.035286 -1.388185 2.256 -0.737 -0.081 0.07
C -4.356887 -3.243886 -0.629085 0.421 0.087 0.277 0.00
H -4.881367 -0.747766 -2.316425 -0.596 -0.308 0.236 0.10
H -3.694927 0.094744 -1.441635 0.258 -0.170 0.290 0.06
H -5.028257 -0.595306 -0.479325 -0.456 0.216 -0.404 0.09
H -3.599587 -3.859126 -0.143215 -0.247 -0.396 -0.142 0.08
H -4.832947 -3.754306 -1.466305 0.130 -0.140 -0.023 0.10
H -5.141727 -2.991946 0.084115 0.039 0.132 -0.057 0.09
C -2.680077 -1.165926 2.305075 -0.628 0.348 0.565 -0.01
C -2.657857 -1.198916 3.827495 1.149 3.147 0.814 -0.44
O -2.532587 -0.110466 4.458215 -0.421 -3.393 -1.646 0.01
C -2.701097 -2.552276 4.490715 0.084 1.620 0.802 -0.01
H -3.137097 -2.068806 1.900065 0.302 -0.041 -0.147 0.07
H -1.668167 -0.991136 1.939575 0.058 -0.342 -0.095 0.06
H -3.260977 -0.298096 1.992805 -0.075 0.031 0.001 0.08
H -3.760507 -2.804166 4.442585 0.135 -0.851 -0.171 0.10
H -2.455437 -2.361796 5.535445 -0.059 -0.270 0.071 0.09
H -1.964117 -3.236706 4.070575 -0.555 -0.223 -0.258 0.08

15
Properties=species:S:1:pos:R:3:forces:R:3:nbo_charge:R:1 method="wB97M-V/def2-TZVPD" e_above_lowest_ev=11.961 homo_energy_ev=-8.79 lumo_energy_ev=-0.57 gap_ev=8.223
O 4.734610 -6.438930 16.734160 -0.535 3.099 1.470 -0.96
H 5.563450 -6.765720 16.384200 -2.986 0.776 2.337 0.41
H 4.066970 -6.985530 16.319760 0.153 -0.319 -0.073 0.51
O 3.792920 -9.165160 13.297450 -3.942 4.135 -5.796 -1.00
H 4.433410 -9.235190 12.589560 -0.179 0.180 -0.440 0.42
H 4.216850 -9.583330 14.046890 -2.725 2.874 -3.018 0.41
O 4.779710 -10.248690 14.621470 6.173 -13.736 3.297 -0.77
H 4.320040 -11.069760 14.796880 -0.569 -0.519 0.305 0.53
H 5.625520 -10.518830 14.263880 0.502 -0.025 -0.259 0.51
O 6.411940 -7.479400 15.624500 14.718 7.707 -3.367 -0.84
H 7.178320 -7.898060 15.232550 0.891 -0.182 -0.175 0.50
H 6.625800 -6.546410 15.632200 0.744 0.987 -0.664 0.52
O 4.819660 -8.502160 15.798210 -6.976 -3.865 1.989 -1.07
H 4.787460 -9.289280 15.254480 -0.307 3.091 3.350 0.41
H 5.719930 -8.188320 15.713040 -4.961 -4.203 1.044 0.41

13
Properties=species:S:1:pos:R:3:forces:R:3:nbo_charge:R:1 method="wB97M-V/def2-TZVPD" e_above_lowest_ev=2.636 homo_energy_ev=-7.90 lumo_energy_ev=0.60 gap_ev=8.497 smiles="C=P(C)(C)Cl"
C 1.914888 -1.205562 -0.359857 -0.653 1.965 1.467 -0.83
P 0.232619 0.042966 0.313216 2.750 -1.442 -0.999 1.22
C -1.193806 -1.040928 0.262298 -0.044 2.166 -0.283 -0.99
C -0.424637 1.503101 -0.665724 1.139 0.121 0.831 -0.94
Cl 0.241640 0.549023 2.272017 -0.061 0.601 0.597 -0.28
H 2.695063 -0.407531 -0.503679 -0.584 -0.089 -0.525 0.15
H 2.361747 -1.554031 0.641593 -1.202 0.138 -0.603 0.16
H -1.171914 -1.119051 -0.879437 -0.825 -0.977 1.631 0.26
H -1.032668 -1.896638 0.965558 -0.465 0.555 -1.200 0.28
H -1.933848 -0.231363 0.624104 0.257 -2.002 -0.607 0.23
H -0.789556 1.099010 -1.582576 -0.018 -0.362 -0.891 0.24
H -1.272945 2.018741 -0.219578 0.084 -0.173 0.487 0.25
H 0.373419 2.242265 -0.867936 -0.379 -0.500 0.096 0.26

28
Properties=species:S:1:pos:R:3:forces:R:3:nbo_charge:R:1 method="wB97M-V/def2-TZVPD" e_above_lowest_ev=0.273 homo_energy_ev=-7.28 lumo_energy_ev=0.85 gap_ev=8.133
C 1.791475 -1.577548 1.503323 0.770 0.919 1.907 -0.61
C 1.481120 -1.540365 -0.006629 2.129 -0.172 -0.052 -0.30
C 0.142284 -2.081215 -0.361701 -1.604 -1.554 0.209 -0.22
N -0.948264 -1.658309 0.492925 -1.487 -0.955 0.934 -0.63
C -1.409974 -0.352053 0.528066 0.901 0.546 -0.962 0.23
C -2.656560 -0.062079 1.088978 0.510 -1.585 -0.612 -0.27
C -3.285187 1.128579 0.963008 -0.057 1.762 -0.194 -0.21
C -2.656398 2.201613 0.325188 2.435 -1.112 -0.206 -0.24
C -1.329624 1.966432 -0.178673 -2.160 -0.502 0.684 -0.21
C -0.676843 0.709140 -0.091603 -1.507 1.038 0.507 0.07
N 0.605097 0.718971 -0.649139 1.122 -1.007 -0.457 -0.61
C 1.670182 -0.171461 -0.617365 0.805 0.318 0.498 0.45
N 2.877784 0.079804 -1.037400 -1.885 -2.915 1.261 -0.38
N 3.009323 1.215405 -1.769174 1.456 2.033 -2.594 -0.71
H 1.312624 -0.696334 2.031055 0.236 -1.025 -0.573 0.21
H 1.373686 -2.496479 1.959100 0.157 0.448 -0.236 0.21
H 2.908471 -1.504279 1.884025 -2.030 -0.229 -1.535 0.23
H 2.245154 -2.210417 -0.513535 -0.838 0.933 0.413 0.25
H -0.090610 -2.010353 -1.428842 0.116 0.629 -0.124 0.19
H 0.128364 -3.157228 -0.222510 0.428 -0.327 0.150 0.21
H -1.684659 -2.390517 0.740521 1.705 1.606 -0.628 0.39
H -3.221612 -0.908542 1.461920 0.064 -0.026 0.260 0.20
H -4.272802 1.201331 1.359781 -0.534 0.295 0.217 0.21
H -3.006534 3.218743 0.285019 -0.505 -0.055 -0.117 0.22
H -0.914260 2.785020 -0.749827 0.528 -0.023 0.126 0.20
H 0.801552 1.562715 -1.163045 0.314 0.044 -0.076 0.42
H 3.621099 0.910497 -2.597925 -1.033 1.049 1.619 0.36
H 3.569092 1.878480 -1.221783 -0.036 -0.136 -0.420 0.35

| no. | E_tot (Eh) |
| --- | --- |
| 1 | -4543.904916 |
| 2 | -381.784628 |
| 3 | -920.534316 |
| 4 | -608.420007 |